1.
{
  "formula": "C34H40BrCoN3O2Te",
  "method": "ωB97M-V with the def2-TZVPD basis set",
  "elements": ["Co", "Br", "C", "C", "C", "C", "C", "C", "N", "C", "C", "C", "C", "C", "C", "N", "H", "H", "H", "H", "H", "H", "H", "H", "H", "C", "C", "O", "H", "H", "H", "H", "H", "H", "C", "C", "O", "N", "Te", "C", "C", "C", "C", "C", "C", "C", "C", "C", "C", "C", "C", "C", "C", "C", "C", "C", "C", "H", "H", "H", "H", "H", "H", "H", "H", "H", "H", "H", "H", "H", "H", "H", "H", "H", "H", "H", "H", "H", "H", "H", "H", "H"],
  "coordinates": [[-0.176, 0.114, 0.407], [5.518, 0.142, -4.319], [4.376, -0.043, -2.836], [4.640, 0.672, -1.673], [3.803, 0.533, -0.579], [2.705, -0.317, -0.660], [2.429, -1.013, -1.830], [3.275, -0.887, -2.918], [1.803, -0.446, 0.432], [2.233, -0.579, 1.630], [1.275, -0.608, 2.748], [1.689, -0.771, 4.056], [0.725, -0.799, 5.059], [-0.608, -0.670, 4.713], [-0.943, -0.510, 3.374], [-0.027, -0.476, 2.412], [5.490, 1.337, -1.628], [3.985, 1.111, 0.317], [1.568, -1.666, -1.883], [3.083, -1.439, -3.827], [3.293, -0.677, 1.850], [2.739, -0.876, 4.286], [1.016, -0.924, 6.092], [-1.387, -0.691, 5.460], [-1.976, -0.416, 3.064], [-3.221, 0.869, -0.976], [-2.902, -0.597, -1.082], [-1.824, -0.938, -0.140], [-4.023, 1.101, -1.676], [-2.364, 1.492, -1.237], [-3.565, 1.126, 0.025], [-2.563, -0.873, -2.083], [-3.757, -1.216, -0.811], [-1.881, -1.874, 0.084], [-1.302, 3.227, 1.779], [-0.427, 3.171, 0.542], [-0.082, 4.225, -0.017], [-0.080, 1.961, 0.132], [1.449, 3.103, -1.948], [2.777, 4.327, -3.050], [3.388, 5.396, -2.391], [3.195, 5.726, -0.941], [4.218, 6.226, -3.141], [4.443, 6.014, -4.492], [5.337, 6.919, -5.280], [3.825, 4.926, -5.107], [2.993, 4.064, -4.413], [2.366, 2.916, -5.150], [-0.248, 3.267, -3.161], [-0.830, 2.092, -3.651], [-0.281, 0.725, -3.345], [-1.939, 2.205, -4.479], [-2.474, 3.444, -4.818], [-3.662, 3.555, -5.722], [-1.880, 4.586, -4.293], [-0.768, 4.530, -3.462], [-0.184, 5.807, -2.935], [-2.051, 4.002, 1.632], [-0.675, 3.513, 2.624], [-1.787, 2.277, 1.996], [2.511, 5.053, -0.422], [2.792, 6.734, -0.834], [4.152, 5.701, -0.419], [4.694, 7.065, -2.649], [5.767, 7.697, -4.655], [4.784, 7.396, -6.090], [6.152, 6.353, -5.733], [4.006, 4.741, -6.159], [3.017, 2.592, -5.962], [1.405, 3.198, -5.580], [2.205, 2.050, -4.502], [-0.282, 0.530, -2.260], [0.749, 0.603, -3.691], [-0.883, -0.046, -3.826], [-2.389, 1.306, -4.881], [-3.958, 2.585, -6.114], [-3.442, 4.211, -6.564], [-4.512, 3.984, -5.192], [-2.298, 5.556, -4.533], [-0.921, 6.605, -2.992], [0.683, 6.110, -3.523], [0.124, 5.714, -1.889]],
  "homo_lumo_gap_ev": [6.47, 6.30],
  "e_lumo_ev": [-6.523, -7.073],
  "homo_ev": [-12.9974, -13.3719],
  "multiplicity": 6,
  "total_charge": 2
}

---

2.
{
  "formula": "C34H40CrN5P2S2",
  "method": "ωB97M-V with the def2-TZVPD basis set",
  "elements": ["Cr", "C", "C", "C", "C", "C", "N", "C", "C", "C", "C", "C", "C", "C", "N", "C", "C", "C", "N", "C", "C", "N", "C", "C", "C", "N", "H", "H", "H", "H", "H", "H", "H", "H", "H", "H", "H", "H", "H", "H", "H", "H", "H", "H", "C", "C", "S", "C", "C", "S", "H", "H", "H", "H", "H", "H", "C", "P", "C", "C", "C", "C", "C", "C", "C", "P", "C", "C", "H", "H", "H", "H", "H", "H", "H", "H", "H", "H", "H", "H", "H", "H", "H", "H"],
  "coordinates": [[0.544, -0.535, 0.026], [-0.976, 4.093, 5.248], [-0.909, 3.292, 3.975], [-2.057, 2.970, 3.248], [-1.971, 2.214, 2.102], [-0.749, 1.751, 1.568], [-0.732, 1.008, 0.407], [-1.497, 1.500, -0.634], [-1.586, 2.882, -0.896], [-2.309, 3.397, -1.952], [-2.969, 2.558, -2.850], [-3.703, 3.099, -4.047], [-2.867, 1.197, -2.628], [-2.168, 0.677, -1.546], [-2.173, -0.739, -1.384], [-3.157, -1.587, -1.737], [-2.720, -2.866, -1.488], [-1.431, -2.698, -0.968], [-1.101, -1.414, -0.917], [0.390, 2.065, 2.320], [0.294, 2.811, 3.494], [1.703, 1.652, 1.913], [2.872, 2.190, 2.329], [3.886, 1.355, 1.938], [3.232, 0.301, 1.282], [1.923, 0.491, 1.259], [-1.755, 4.854, 5.190], [-0.030, 4.597, 5.446], [-1.200, 3.462, 6.113], [-3.029, 3.293, 3.605], [-2.871, 1.956, 1.558], [-1.049, 3.555, -0.239], [-2.332, 4.471, -2.104], [-4.028, 4.126, -3.875], [-4.586, 2.500, -4.274], [-3.069, 3.097, -4.938], [-3.303, 0.511, -3.344], [-4.095, -1.221, -2.115], [-3.256, -3.785, -1.641], [-0.740, -3.446, -0.608], [1.189, 3.009, 4.069], [2.907, 3.132, 2.843], [4.941, 1.489, 2.092], [3.651, -0.574, 0.825], [-0.551, 2.092, -4.952], [0.116, 1.105, -4.012], [-0.166, -0.527, -4.242], [0.982, 1.634, -3.030], [1.291, 3.116, -3.091], [1.759, 0.775, -1.787], [-1.272, 1.569, -5.576], [0.185, 2.572, -5.605], [-1.065, 2.886, -4.405], [1.674, 3.411, -4.072], [2.024, 3.377, -2.332], [0.385, 3.703, -2.910], [-1.584, -2.308, 2.426], [0.150, -1.986, 1.897], [0.771, -1.358, 3.520], [0.904, -3.558, 1.626], [0.769, -4.649, 2.528], [1.366, -5.858, 2.315], [2.177, -6.065, 1.140], [2.332, -5.022, 0.252], [1.731, -3.771, 0.433], [1.991, -2.391, -0.669], [3.834, -2.254, -0.845], [1.681, -2.996, -2.376], [-1.605, -3.018, 3.255], [-2.162, -2.712, 1.596], [-2.044, -1.370, 2.749], [0.627, -2.115, 4.293], [0.239, -0.445, 3.805], [1.834, -1.132, 3.439], [0.171, -4.520, 3.427], [1.233, -6.659, 3.032], [2.662, -7.016, 0.965], [2.955, -5.179, -0.626], [4.185, -3.008, -1.551], [4.318, -2.434, 0.116], [4.111, -1.269, -1.226], [2.150, -3.974, -2.505], [2.111, -2.277, -3.076], [0.619, -3.058, -2.599]],
  "homo_lumo_gap_ev": [3.73, 5.48],
  "e_lumo_ev": [2.521, 2.050],
  "homo_ev": [-1.2119, -3.4268],
  "e_above_lowest_kcal_mol": 23.1,
  "multiplicity": 5,
  "total_charge": -1
}

---

3.
{
  "formula": "C34H40HgN4O2P2",
  "method": "ωB97M-V with the def2-TZVPD basis set",
  "elements": ["Hg", "C", "C", "C", "C", "C", "C", "C", "C", "C", "H", "H", "H", "H", "H", "H", "H", "H", "H", "H", "H", "H", "H", "H", "H", "P", "P", "N", "N", "N", "N", "C", "C", "C", "C", "C", "C", "C", "C", "C", "C", "C", "C", "C", "C", "C", "C", "C", "C", "H", "H", "H", "H", "H", "H", "H", "H", "H", "H", "H", "H", "H", "H", "H", "H", "H", "H", "H", "H", "O", "C", "O", "C", "C", "C", "C", "C", "C", "H", "H", "H", "H", "H"],
  "coordinates": [[0.342, 1.247, 1.321], [-1.838, 1.938, -5.086], [-1.986, 0.636, -4.805], [-1.106, -0.461, -5.317], [0.406, -0.143, -5.395], [1.006, 0.642, -4.270], [0.988, 1.974, -4.168], [0.589, 2.845, -5.332], [-0.793, 2.533, -5.974], [1.490, 1.637, 3.083], [-2.605, 2.656, -4.789], [-2.903, 0.282, -4.319], [-1.420, -0.765, -6.333], [-1.286, -1.344, -4.685], [0.933, -1.110, -5.451], [0.585, 0.388, -6.334], [1.659, 0.030, -3.644], [1.405, 2.509, -3.311], [1.322, 2.744, -6.154], [0.623, 3.901, -5.027], [-1.187, 3.480, -6.385], [-0.618, 1.841, -6.805], [0.759, 1.970, 3.829], [2.235, 2.402, 2.829], [1.942, 0.700, 3.394], [1.926, -0.168, -0.088], [-1.256, -0.730, 0.293], [3.051, 1.035, -0.630], [2.882, -1.377, 0.640], [-2.098, 0.619, -0.444], [-2.660, -1.636, 0.677], [1.004, -0.975, -1.396], [-0.359, -1.617, -1.034], [2.951, 2.371, -0.189], [3.983, 3.100, -0.753], [4.761, 2.193, -1.553], [4.171, 0.937, -1.471], [3.633, -1.168, 1.816], [4.326, -2.333, 2.111], [3.983, -3.307, 1.110], [3.089, -2.705, 0.236], [-2.235, 1.874, 0.187], [-2.575, 2.811, -0.773], [-2.724, 2.123, -2.007], [-2.412, 0.790, -1.780], [-3.873, -1.888, 0.017], [-4.676, -2.672, 0.848], [-3.942, -2.896, 2.070], [-2.725, -2.255, 1.942], [1.660, -1.700, -1.896], [0.782, -0.176, -2.110], [-1.002, -1.713, -1.924], [-0.192, -2.643, -0.668], [2.174, 2.668, 0.502], [4.150, 4.147, -0.596], [5.646, 2.464, -2.098], [4.437, -0.009, -1.914], [3.555, -0.232, 2.334], [5.005, -2.475, 2.933], [4.361, -4.312, 1.045], [2.556, -3.100, -0.609], [-2.238, 1.938, 1.268], [-2.708, 3.878, -0.633], [-3.057, 2.536, -2.946], [-2.391, -0.065, -2.439], [-4.065, -1.471, -0.956], [-5.666, -3.035, 0.619], [-4.276, -3.447, 2.939], [-1.891, -2.129, 2.612], [-1.240, 0.421, 3.915], [-0.833, -0.693, 4.351], [-0.282, -1.650, 3.723], [-1.003, -0.946, 5.850], [-0.504, -2.134, 6.420], [-0.655, -2.400, 7.783], [-1.370, -1.496, 8.596], [-1.864, -0.298, 8.038], [-1.687, -0.035, 6.673], [0.019, -2.826, 5.762], [-0.220, -3.314, 8.200], [-1.525, -1.722, 9.658], [-2.390, 0.435, 8.660], [-2.053, 0.880, 6.208]],
  "homo_lumo_gap_ev": 6.89,
  "e_lumo_ev": -0.952,
  "homo_ev": -7.8381,
  "e_above_lowest_kcal_mol": 0.0
}

---

| no. | E (eV) |
| --- | --- |
| 1 | -159420.541 |
| 2 | -112028.511 |
| 3 | -68710.245 |